Entry from the OMol25 dataset: a 7-piece molecular cluster, C44H94F6N5O6S2 overall in a non-equilibrium geometry (ωB97M-V/def2-TZVPD).

Values from the calculation:
Gap between HOMO and LUMO (eV): 7.8276
Total charge: +3
Max |F| (eV Å⁻¹): 2.89

Bonds (Å) are listed after each position.
CARTESIAN COORDINATES (ANGSTROEM)
1 C -1.89 1.53 -2.71  C2 1.539, H10 1.092, H11 1.090, H12 1.088
2 C -1.38 1.26 -4.14  C1 1.539, C3 1.517, H13 1.092, H14 1.095
3 C -2.34 0.32 -4.84  C2 1.517, N4 1.534, H15 1.087, H16 1.088
4 N -1.75 -0.17 -6.17  C3 1.534, C5 1.503, C6 1.525, C9 1.511
5 C -0.79 -1.31 -5.94  N4 1.503, H17 1.088, H18 1.086, H19 1.085
6 C -2.86 -0.58 -7.15  N4 1.525, C7 1.535, H20 1.089, H21 1.090
7 C -2.71 0.15 -8.49  C6 1.535, C8 1.501, H22 1.089, H23 1.087
8 C -1.26 0.52 -8.47  C7 1.501, C9 1.557, H24 1.086, H25 1.092
9 C -1.07 0.91 -6.97  N4 1.511, C8 1.557, H26 1.089, H27 1.094
10 H -2.36 0.59 -2.42  C1 1.092
11 H -2.60 2.36 -2.58  C1 1.090
12 H -1.07 1.75 -2.04  C1 1.088
13 H -0.35 0.91 -4.03  C2 1.092
14 H -1.31 2.25 -4.60  C2 1.095
15 H -3.28 0.81 -5.06  C3 1.087
16 H -2.49 -0.54 -4.19  C3 1.088
17 H -0.34 -1.52 -6.91  C5 1.088
18 H -1.38 -2.15 -5.61  C5 1.086
19 H -0.01 -1.04 -5.24  C5 1.085
20 H -2.85 -1.66 -7.26  C6 1.089
21 H -3.82 -0.35 -6.70  C6 1.090
22 H -2.99 -0.56 -9.26  C7 1.089
23 H -3.34 1.03 -8.61  C7 1.087
24 H -0.54 -0.20 -8.86  C8 1.086
25 H -1.12 1.50 -8.95  C8 1.092
26 H -0.09 1.24 -6.62  C9 1.089
27 H -1.65 1.82 -6.84  C9 1.094
28 C 2.81 0.58 -4.07  C29 1.497, H37 1.094, H38 1.094, H39 1.092
29 C 3.43 1.95 -4.04  C28 1.497, C30 1.520, H40 1.096, H41 1.091
30 C 2.48 3.13 -3.98  C29 1.520, N31 1.528, H42 1.094, H43 1.088
31 N 3.22 4.46 -3.88  C30 1.528, C32 1.506, C33 1.538, C36 1.527
32 C 4.18 4.43 -2.72  N31 1.506, H44 1.086, H45 1.089, H46 1.083
33 C 2.26 5.65 -3.68  N31 1.538, C34 1.520, H47 1.096, H48 1.086
34 C 2.59 6.70 -4.73  C33 1.520, C35 1.518, H49 1.088, H50 1.101
35 C 3.87 6.25 -5.42  C34 1.518, C36 1.526, H51 1.090, H52 1.088
36 C 3.90 4.74 -5.22  N31 1.527, C35 1.526, H53 1.086, H54 1.086
37 H 2.59 0.16 -3.09  C28 1.094
38 H 3.55 -0.16 -4.39  C28 1.094
39 H 1.91 0.45 -4.67  C28 1.092
40 H 4.08 2.12 -4.91  C29 1.096
41 H 4.16 1.89 -3.23  C29 1.091
42 H 1.90 3.12 -3.05  C30 1.094
43 H 1.78 3.17 -4.81  C30 1.088
44 H 3.61 4.19 -1.83  C32 1.086
45 H 4.58 5.44 -2.65  C32 1.089
46 H 5.01 3.76 -2.94  C32 1.083
47 H 2.54 6.11 -2.73  C33 1.096
48 H 1.23 5.34 -3.51  C33 1.086
49 H 2.53 7.74 -4.43  C34 1.088
50 H 1.66 6.63 -5.32  C34 1.101
51 H 4.69 6.78 -4.93  C35 1.090
52 H 3.82 6.56 -6.46  C35 1.088
53 H 4.92 4.39 -5.18  C36 1.086
54 H 3.27 4.32 -5.99  C36 1.086
55 C 1.27 3.56 3.43  C56 1.524, H64 1.093, H65 1.093, H66 1.089
56 C 0.00 2.81 3.82  C55 1.524, C57 1.492, H67 1.096, H68 1.096
57 C -1.24 3.56 3.47  C56 1.492, N58 1.516, H69 1.095, H70 1.092
58 N -2.52 2.82 3.83  C57 1.516, C59 1.503, C60 1.538, C63 1.543
59 C -2.69 2.64 5.31  N58 1.503, H71 1.083, H72 1.087, H73 1.099
60 C -2.54 1.44 3.16  N58 1.538, C61 1.498, H74 1.091, H75 1.087
61 C -3.89 1.29 2.54  C60 1.498, C62 1.530, H76 1.098, H77 1.087
62 C -4.26 2.72 2.15  C61 1.530, C63 1.499, H78 1.090, H79 1.092
63 C -3.74 3.57 3.27  N58 1.543, C62 1.499, H80 1.092, H81 1.088
64 H 1.41 4.41 4.10  C55 1.093
65 H 1.12 3.95 2.42  C55 1.093
66 H 2.24 3.06 3.38  C55 1.089
67 H -0.08 2.54 4.88  C56 1.096
68 H 0.11 1.82 3.36  C56 1.096
69 H -1.45 3.77 2.42  C57 1.095
70 H -1.32 4.53 3.96  C57 1.092
71 H -3.61 2.14 5.59  C59 1.083
72 H -2.26 3.50 5.82  C59 1.087
73 H -1.95 1.87 5.57  C59 1.099
74 H -2.37 0.62 3.86  C60 1.091
75 H -1.69 1.38 2.48  C60 1.087
76 H -4.54 0.93 3.36  C61 1.098
77 H -3.94 0.48 1.81  C61 1.087
78 H -5.34 2.84 2.03  C62 1.090
79 H -3.87 2.85 1.14  C62 1.092
80 H -4.51 3.62 4.04  C63 1.092
81 H -3.46 4.61 3.17  C63 1.088
82 C 2.28 1.83 6.74  C83 1.524, H92 1.096, H93 1.090, H94 1.092
83 C 2.58 0.34 6.60  C82 1.524, C84 1.499, H95 1.092, H96 1.094
84 C 1.69 -0.38 5.64  C83 1.499, N85 1.541, H97 1.087, H98 1.094
85 N 1.82 -1.91 5.71  C84 1.541, C86 1.526, C90 1.523, C91 1.502
86 C 3.30 -2.23 5.54  N85 1.526, C87 1.523, H99 1.093, H100 1.090
87 C 3.57 -3.66 5.10  C86 1.523, C88 1.554, H101 1.090, H102 1.092
88 C 2.85 -3.93 3.75  C87 1.554, C89 1.508, H103 1.090, H104 1.086
89 C 1.37 -3.88 4.03  C88 1.508, C90 1.524, H105 1.097, H106 1.090
90 C 0.97 -2.52 4.60  N85 1.523, C89 1.524, H107 1.095, H108 1.093
91 C 1.38 -2.53 7.01  N85 1.502, H109 1.092, H110 1.087, H111 1.087
92 H 1.32 2.12 7.18  C82 1.096
93 H 2.32 2.44 5.83  C82 1.090
94 H 2.98 2.23 7.47  C82 1.092
95 H 2.63 -0.05 7.62  C83 1.092
96 H 3.64 0.34 6.32  C83 1.094
97 H 1.77 -0.16 4.58  C84 1.087
98 H 0.64 -0.21 5.91  C84 1.094
99 H 3.77 -1.51 4.87  C86 1.093
100 H 3.76 -1.96 6.50  C86 1.090
101 H 4.63 -3.84 4.91  C87 1.090
102 H 3.29 -4.28 5.95  C87 1.092
103 H 3.17 -3.09 3.13  C88 1.090
104 H 3.20 -4.91 3.43  C88 1.086
105 H 0.89 -3.90 3.05  C89 1.097
106 H 0.99 -4.74 4.59  C89 1.090
107 H 0.99 -1.85 3.73  C90 1.095
108 H -0.02 -2.28 4.98  C90 1.093
109 H 2.03 -2.07 7.76  C91 1.092
110 H 1.53 -3.59 7.20  C91 1.087
111 H 0.37 -2.19 7.20  C91 1.087
112 C 2.19 -5.26 0.23  C113 1.538, H122 1.090, H123 1.088, H124 1.092
113 C 0.78 -5.48 -0.34  C112 1.538, C114 1.521, H125 1.097, H126 1.089
114 C -0.20 -5.99 0.71  C113 1.521, N115 1.511, H127 1.091, H128 1.087
115 N -1.63 -5.58 0.51  C114 1.511, C116 1.567, C120 1.496, C121 1.519
116 C -2.46 -5.92 1.79  N115 1.567, C117 1.537, H129 1.084, H130 1.088
117 C -2.92 -7.38 1.82  C116 1.537, C118 1.540, H131 1.096, H132 1.093
118 C -3.48 -7.95 0.51  C117 1.540, C119 1.503, H133 1.089, H134 1.093
119 C -2.53 -7.69 -0.63  C118 1.503, C120 1.535, H135 1.090, H136 1.091
120 C -2.22 -6.19 -0.73  N115 1.496, C119 1.535, H137 1.088, H138 1.095
121 C -1.80 -4.07 0.45  N115 1.519, H139 1.091, H140 1.087, H141 1.084
122 H 2.92 -5.44 -0.56  C112 1.090
123 H 2.53 -5.90 1.04  C112 1.088
124 H 2.19 -4.20 0.48  C112 1.092
125 H 0.87 -6.26 -1.11  C113 1.097
126 H 0.49 -4.62 -0.94  C113 1.089
127 H 0.12 -5.62 1.69  C114 1.091
128 H -0.25 -7.08 0.75  C114 1.087
129 H -1.82 -5.48 2.55  C116 1.084
130 H -3.39 -5.36 1.66  C116 1.088
131 H -2.13 -8.06 2.19  C117 1.096
132 H -3.63 -7.57 2.63  C117 1.093
133 H -3.67 -9.01 0.62  C118 1.089
134 H -4.46 -7.53 0.25  C118 1.093
135 H -1.57 -8.20 -0.52  C119 1.090
136 H -3.04 -7.81 -1.59  C119 1.091
137 H -1.65 -5.92 -1.62  C120 1.088
138 H -3.17 -5.65 -0.77  C120 1.095
139 H -1.18 -3.74 -0.39  C121 1.091
140 H -1.37 -3.58 1.31  C121 1.087
141 H -2.82 -3.84 0.17  C121 1.084
142 C 1.25 0.73 0.35  F143 1.339, F144 1.341, F145 1.326, S146 1.919
143 F 1.53 0.99 -0.93  C142 1.339
144 F 2.36 0.22 0.91  C142 1.341
145 F 0.95 1.89 0.92  C142 1.326
146 S -0.16 -0.57 0.49  C142 1.919, O147 1.451, O148 1.462, O149 1.466
147 O -1.35 0.21 0.19  S146 1.451
148 O 0.16 -1.60 -0.50  S146 1.462
149 O -0.11 -1.06 1.87  S146 1.466
150 C -0.97 5.06 -0.57  F151 1.345, F152 1.337, F153 1.332, S154 1.898
151 F -0.80 3.81 -0.08  C150 1.345
152 F -0.27 5.89 0.19  C150 1.337
153 F -0.50 5.14 -1.81  C150 1.332
154 S -2.82 5.48 -0.50  C150 1.898, O155 1.461, O156 1.452, O157 1.432
155 O -3.42 4.45 -1.35  S154 1.461
156 O -3.12 5.24 0.90  S154 1.452
157 O -2.89 6.82 -1.00  S154 1.432

Atom charges from the Löwdin analysis, given in e for atoms 1 to 5: C -0.07; C -0.23; C -0.09; N -0.25; C 0.04